(1)
# C13H16BrN2NaOSSe3SiTe

C13H16BrN2NaOSSe3SiTe as an isolated structure (ωB97M-V with the def2-TZVPD basis set, OMol25).

Computed properties:
- Highest occupied orbital energy: -1.1855 eV
- Relative energy (zero: lowest compared OMol25 entry of this formula, charge and spin): 4.9 kJ/mol
- LUMO level: 0.143 Ha
- Gap between HOMO and LUMO: 5.07 eV
- E: -11586.2804 Eh
- Net charge: -2
- Multiplicity: 1

The geometry in XYZ format:
```
40
Properties=species:S:1:pos:R:3:lowdin_charge:R:1
Se 4.37 0.04 -1.66 -0.23
C -0.81 0.56 -4.93 -0.06
H -3.61 -1.11 2.35 0.03
H 1.70 2.69 -4.18 0.08
C -0.55 -2.72 4.41 -0.20
H -2.77 0.57 4.71 0.02
H 0.72 3.04 2.44 0.08
C -0.43 -0.17 2.59 -0.28
Se 3.35 2.45 -6.61 -0.35
H 1.00 2.58 -6.43 -0.05
C 0.23 -0.64 1.41 -0.79
N 0.36 -0.15 -2.95 0.02
H 1.79 2.06 0.41 0.11
C -0.60 -0.26 -3.84 -0.74
H -0.72 1.55 3.83 0.08
H -0.17 -3.39 3.65 0.00
H -1.37 0.11 5.69 0.02
C 0.56 2.00 2.17 -0.10
Te 3.65 0.11 -5.76 0.10
O 0.04 2.34 -6.23 -0.02
C -2.99 -1.94 2.69 -0.20
H -3.61 -2.58 3.33 0.02
Si -1.50 -1.31 3.62 0.48
H -2.68 -2.51 1.81 -0.01
H -1.57 0.34 -5.66 0.10
H 0.30 -2.34 4.99 0.03
Se 5.29 0.03 -3.83 -0.39
H -1.20 -3.28 5.09 0.02
C -0.24 1.16 2.94 -0.12
Br -1.76 -1.78 -3.62 0.67
H 1.95 1.06 -2.36 0.02
N 0.99 0.20 0.67 -0.01
C 1.15 1.46 1.05 -0.15
C 0.08 1.62 -5.10 -0.36
C 1.13 0.95 -3.08 -0.17
H -2.82 -0.91 5.68 0.02
C 1.01 1.87 -4.09 -0.08
S 0.09 -2.28 0.89 0.51
C -2.17 -0.28 5.06 -0.21
Na 1.80 -1.14 -1.14 0.09
```



(2)
# C13H16F2N4O8P

A 2-piece molecular cluster, C13H16F2N4O8P overall in a non-equilibrium geometry (ωB97M-V with the def2-TZVPD basis set, OMol25).

Computed properties:
- Highest occupied orbital energy: -11.7303 eV
- LUMO level: -0.207 Ha
- Gap between HOMO and LUMO: 6.09 eV
- E: -1866.5493 Eh
- Net charge: +1
- Multiplicity: 1

The geometry in XYZ format:
```
44
Properties=species:S:1:pos:R:3:lowdin_charge:R:1
H -0.69 -3.14 -4.60 0.18
O -2.84 -1.29 -0.29 0.22
C -0.81 -2.87 -2.61 -0.11
C 0.93 -0.75 -3.32 -0.11
H -1.00 5.79 5.26 0.09
C -0.34 -2.00 -1.48 -0.06
H -0.32 4.77 6.54 0.09
O 0.67 -4.06 -0.01 0.22
N -0.35 -2.52 -3.84 0.04
H -2.45 -4.81 -3.61 0.05
H 0.34 2.27 5.85 0.09
O 3.08 -0.23 -4.42 -0.09
C 0.38 2.62 4.81 -0.03
H -3.08 -4.03 -1.54 0.05
H 1.40 2.91 4.55 0.09
N 0.43 -1.57 -4.26 0.18
H -1.45 2.95 1.04 0.11
C 1.91 0.39 -3.80 -0.07
H 0.31 3.30 0.78 0.11
C -0.09 -3.34 0.51 -0.44
C 1.18 0.04 -0.83 -0.12
C -0.26 5.02 5.48 -0.02
H 2.30 0.99 -2.94 0.13
O -1.48 3.77 3.87 0.06
O -1.40 1.25 -1.01 0.15
C -0.45 2.47 0.87 0.03
C 0.57 -0.95 -1.90 0.06
O -1.21 -5.47 -1.70 -0.39
C -2.17 -2.18 0.08 -0.47
H 1.41 1.09 -4.50 0.16
N 3.37 -1.36 -3.66 -0.05
H -0.16 1.88 1.78 0.08
H 0.06 1.82 4.15 0.06
C -0.43 1.66 -0.45 -0.44
H 2.28 -0.17 -0.79 0.16
O 0.84 1.40 -1.07 -0.05
N -0.74 -2.20 -0.10 0.13
H 0.73 5.41 5.25 0.09
F -0.34 -3.55 1.85 0.14
O 4.41 -1.29 -3.14 0.13
C -0.54 3.80 4.65 -0.50
H 0.73 -0.28 0.16 0.14
P -1.95 -4.35 -2.35 0.79
F -2.80 -3.21 0.73 0.12
```



(3)
# C13H16N4O2S

An isolated molecule of C13H16N4O2S in a non-equilibrium geometry (ωB97M-V with the def2-TZVPD basis set, OMol25).

Computed properties:
- Highest occupied orbital energy: -8.5862 eV
- Relative energy (zero: lowest compared OMol25 entry of this formula, charge and spin): 0.0 kJ/mol
- LUMO level: 0.023 Ha
- Gap between HOMO and LUMO: 9.22 eV
- E: -1272.6941 Eh
- Net charge: 0
- Structure (SMILES): CCNC(=O)/N=c1\sn(CC)c(=O)n1-c1ccccc1
- Multiplicity: 1

The geometry in XYZ format:
```
36
Properties=species:S:1:pos:R:3:lowdin_charge:R:1
H -1.77 -1.19 2.58 0.12
C -1.47 3.81 4.08 -0.08
H 2.27 -1.43 1.02 0.11
C 1.22 -3.23 1.21 -0.10
H 2.29 1.34 -5.93 0.06
C 1.79 1.35 -1.34 -0.67
N 0.29 0.37 1.77 0.06
C 0.26 -1.06 1.82 -0.16
H -0.07 -4.95 1.54 0.10
H 0.53 3.25 4.60 0.13
C -0.04 3.53 3.68 -0.28
H 0.39 4.46 3.29 0.11
N 0.11 2.52 2.68 -0.36
S 0.55 2.90 1.09 1.13
H 0.74 0.92 -5.24 0.09
N 1.68 0.80 -2.59 0.05
C -0.11 1.16 2.88 -0.48
H 3.32 1.41 -3.73 0.12
C 0.75 1.16 0.72 -0.44
H 1.88 2.48 -3.80 0.12
C -1.03 -3.09 2.08 -0.08
H 1.02 0.02 -2.65 0.15
C 1.85 0.80 -5.12 -0.09
C 2.22 1.44 -3.77 -0.25
C 0.06 -3.87 1.61 -0.08
H -1.50 4.75 4.61 0.07
O 2.37 2.36 -1.14 0.05
C -0.91 -1.73 2.19 -0.03
H 2.13 -0.25 -5.19 0.07
H -1.91 3.03 4.72 0.08
H -2.05 3.91 3.17 0.07
H 2.07 -3.83 0.87 0.11
N 1.24 0.58 -0.37 0.13
C 1.33 -1.86 1.34 -0.02
H -1.93 -3.59 2.42 0.11
O -0.54 0.76 3.94 0.09
```



(4)
# C13H16NO6RuSe3Te

C13H16NO6RuSe3Te as an isolated structure in a non-equilibrium geometry (ωB97M-V with the def2-TZVPD basis set, OMol25).

Computed properties:
- Highest occupied orbital energy (alpha / beta): -1.0909 / -1.5607 eV
- LUMO level (alpha / beta): 0.162 / 0.156 Ha
- Gap between HOMO and LUMO (alpha / beta): 5.49 / 5.79 eV
- E: -8578.4651 Eh
- Net charge: -2
- Multiplicity: 6

The geometry in XYZ format:
```
41
Properties=species:S:1:pos:R:3:lowdin_spin:R:1
H 3.35 -2.19 -0.71 0.00
O -2.82 0.60 0.29 0.09
H 2.23 3.32 -1.16 0.00
C 1.50 -1.32 -1.39 0.00
O 3.08 1.73 0.63 0.00
C 1.89 1.47 0.83 0.01
H 1.50 -1.04 3.56 0.00
H -1.43 -0.05 -2.88 0.00
H -1.96 -1.67 -3.37 0.00
Se -1.46 2.44 2.70 0.53
Te -0.35 1.43 4.65 0.72
O -0.34 -2.50 1.45 0.09
O -3.53 1.58 -1.61 0.01
C 0.87 2.02 -0.16 0.01
C -2.70 1.33 -0.73 0.01
H -0.26 -1.20 -3.56 0.00
Se -2.82 -1.78 4.61 0.48
C 2.37 -1.92 -0.30 0.00
H 1.40 -2.04 -2.22 0.00
C -1.04 2.88 -1.89 0.00
H -0.69 -2.71 -1.54 0.00
H 0.13 -1.86 4.32 0.00
C 0.24 3.40 -2.01 0.00
C 1.22 2.96 -1.12 0.00
H -1.72 -1.43 -0.87 0.00
Se -2.87 -0.83 2.58 0.51
N -0.36 1.54 -0.06 0.08
H 2.51 -1.19 0.50 0.00
H 1.89 -2.80 0.11 0.00
H 1.30 -2.82 3.38 0.00
C -1.30 1.95 -0.90 0.01
O 1.41 0.80 1.79 0.05
C -1.14 -1.10 -2.92 0.00
Ru -0.81 0.20 1.84 2.35
C 0.79 -1.86 3.45 0.00
C -0.86 -1.62 -1.51 0.00
O 0.23 -0.97 -0.89 0.01
H 1.98 -0.42 -1.80 0.00
C -0.07 -1.62 2.24 0.04
H -1.85 3.17 -2.55 0.00
H 0.49 4.12 -2.78 0.00
```



(5)
# C13H16NO8P

An isolated molecule of C13H16NO8P in a non-equilibrium geometry (ωB97M-V with the def2-TZVPD basis set, OMol25).

Computed properties:
- Highest occupied orbital energy: -9.6540 eV
- LUMO level: -0.038 Ha
- Gap between HOMO and LUMO: 8.62 eV
- E: -1502.9013 Eh
- Net charge: 0
- Structure (SMILES): COP(=O)(OC)O/C(C)=C\C(=O)OCc1cccc([N+](=O)[O-])c1
- Multiplicity: 1

The geometry in XYZ format:
```
39
Properties=species:S:1:pos:R:3:lowdin_charge:R:1
H 2.45 0.95 5.63 0.13
H 2.33 2.60 -0.18 0.15
H -4.80 1.05 -2.49 0.08
H 3.57 2.80 4.39 0.10
C 1.61 1.91 0.30 -0.11
C 0.47 -2.23 -3.97 -0.02
N 0.74 -0.81 4.43 -0.28
C 2.33 1.08 4.54 0.01
O -1.18 -0.59 -2.97 -0.11
H -0.15 -2.23 -4.90 0.11
O -0.16 1.44 -1.68 0.07
H -2.35 -0.38 0.58 0.07
C 1.03 -0.40 -2.33 0.04
C -3.99 0.47 -2.85 -0.12
C -2.08 -1.43 0.60 -0.12
H -3.18 1.13 -3.18 0.09
H -4.27 -0.19 -3.76 0.12
C 0.79 0.63 -1.41 -0.45
H 0.37 -3.21 -3.42 0.11
H 2.94 3.46 2.15 0.11
O -1.55 -1.85 -0.68 -0.23
O 1.19 -1.19 5.53 0.06
O -3.53 -0.34 -1.81 -0.22
H 1.56 -2.16 -4.30 0.11
C 1.49 0.27 3.81 -0.15
C 2.96 2.13 3.82 -0.06
O -0.37 -1.26 3.95 0.04
H 2.03 -0.77 -2.55 0.12
C 0.09 -1.12 -3.03 -0.31
H -3.00 -1.98 1.02 0.11
P -2.33 -1.37 -2.13 0.54
O -2.86 -2.46 -2.97 -0.24
C 2.75 2.47 2.49 -0.03
O 1.59 0.64 -0.35 0.03
C 1.32 0.47 2.44 0.10
H 0.69 2.46 0.38 0.13
H 0.90 -0.05 1.69 0.07
C 1.93 1.61 1.76 -0.13
H -1.35 -1.52 1.44 0.08
```



(6)
# C13H16NS

An isolated ion of composition C13H16NS and charge +1 in a non-equilibrium geometry (ωB97M-V with the def2-TZVPD basis set, OMol25).

Computed properties:
- Highest occupied orbital energy (alpha / beta): -11.6178 / -12.8526 eV
- Relative energy (zero: lowest compared OMol25 entry of this formula, charge and spin): 418.5 kJ/mol
- LUMO level (alpha / beta): -0.179 / -0.228 Ha
- Gap between HOMO and LUMO (alpha / beta): 6.76 / 6.66 eV
- E: -957.4412 Eh
- Net charge: +1
- Multiplicity: 3

The geometry in XYZ format:
```
31
Properties=species:S:1:pos:R:3:lowdin_spin:R:1
H -2.43 2.77 -0.59 0.01
C -1.21 1.18 0.52 0.07
S 0.97 2.88 0.64 0.05
H 0.37 -0.22 2.08 0.00
H -0.14 -1.75 1.72 0.01
N 1.73 0.30 0.06 0.59
H 2.69 -0.59 2.25 0.00
C 1.19 -1.99 -0.60 0.02
C 2.38 -1.37 1.51 0.01
H 0.62 2.88 -1.73 0.00
H -4.31 1.28 -1.01 0.00
H 1.85 0.59 -2.07 0.03
H 1.91 -2.32 2.04 0.00
H 3.30 -1.63 0.92 0.00
C -1.21 -0.20 0.58 0.10
C 1.29 0.84 -1.15 0.08
C -2.19 -1.00 0.11 0.01
H -4.12 -0.98 -0.74 0.01
H 0.67 -1.65 -1.52 0.00
C -3.37 0.98 -0.59 0.00
C 1.38 2.35 -1.10 0.08
H 2.42 2.62 -1.23 0.01
C 1.36 -0.91 0.45 0.09
C -0.09 -0.79 1.29 0.12
H 0.14 0.53 -1.24 0.02
C -3.30 -0.41 -0.42 0.16
H -2.08 -2.15 0.09 0.00
C -0.30 2.03 0.97 0.40
C -2.32 1.80 -0.24 0.13
H 2.22 -2.27 -0.87 0.00
H 0.61 -2.80 -0.14 0.00
```



(7)
# C13H16O5

An isolated molecule of C13H16O5 (ωB97M-V with the def2-TZVPD basis set, OMol25).

Computed properties:
- Highest occupied orbital energy: -9.7881 eV
- Relative energy (zero: lowest compared OMol25 entry of this formula, charge and spin): 149.3 kJ/mol
- LUMO level: -0.040 Ha
- Gap between HOMO and LUMO: 8.70 eV
- E: -881.1177 Eh
- Net charge: 0
- Structure (SMILES): CCOC1=CC(=O)C=C(CCOC(=O)CC)C1=O
- Multiplicity: 1

The geometry in XYZ format:
```
34
Properties=species:S:1:pos:R:3:lowdin_charge:R:1
H -1.30 2.37 1.24 0.13
O 0.29 -0.73 -0.73 0.15
H 4.22 1.01 0.30 0.13
H 4.68 -1.02 0.96 0.11
H -3.45 -1.97 0.22 0.12
C -4.30 -1.28 0.20 -0.15
H 4.06 -2.65 0.88 0.12
H 3.89 -1.10 -1.69 0.08
C 2.34 -0.01 0.21 -0.22
C 4.44 -1.79 -1.06 -0.05
H -1.52 -0.06 1.71 0.15
H -4.71 -1.36 -1.92 0.08
C -1.18 1.66 0.43 -0.09
C 4.01 -1.68 0.40 -0.21
H -1.87 -0.34 -0.01 0.10
C 0.89 0.16 -0.16 -0.25
H -1.68 2.09 -0.44 0.14
H 0.77 3.56 0.22 0.14
C 3.15 1.06 0.13 0.07
C 1.12 2.55 0.06 0.07
O 3.21 3.22 -0.83 0.10
H -5.18 0.15 -1.16 0.08
C 0.29 1.50 0.13 -0.11
H 5.51 -1.58 -1.16 0.08
C 2.56 2.36 -0.26 -0.38
H 4.27 -2.79 -1.43 0.08
O -3.29 0.78 1.03 -0.03
C -1.92 0.39 0.80 -0.18
C -4.42 -0.63 -1.18 -0.08
H -3.48 -0.17 -1.48 0.07
O -4.72 -0.31 2.34 0.14
C -4.13 -0.26 1.31 -0.50
H -5.20 -1.84 0.44 0.12
O 2.65 -1.27 0.52 -0.01
```



(8)
# C13H16O5S

An isolated molecule of C13H16O5S (ωB97M-V with the def2-TZVPD basis set, OMol25).

Computed properties:
- Highest occupied orbital energy: -8.3373 eV
- Relative energy (zero: lowest compared OMol25 entry of this formula, charge and spin): 15.8 kJ/mol
- LUMO level: 0.023 Ha
- Gap between HOMO and LUMO: 8.96 eV
- E: -1279.4019 Eh
- Net charge: 0
- Structure (SMILES): CCOc1ccc(CS[C@@H](CC(=O)O)C(=O)O)cc1
- Multiplicity: 1

The geometry in XYZ format:
```
35
Properties=species:S:1:pos:R:3:lowdin_charge:R:1
S 1.27 0.50 -0.54 0.98
C -1.11 0.47 0.79 -0.33
H 3.50 -1.07 -1.49 0.13
H -3.74 2.55 0.30 0.12
C -1.83 1.66 0.66 -0.04
C 3.74 1.53 -0.39 -0.59
O 3.33 -3.32 -0.36 0.12
H -1.32 2.60 0.78 0.12
H -5.98 -0.35 -2.42 0.08
C -5.95 -0.62 -0.28 -0.25
H 3.87 3.40 -0.02 0.14
H -1.24 -1.66 0.71 0.12
H -6.99 -0.30 -0.16 0.12
H 2.93 0.33 1.18 0.12
C -5.74 -1.14 -1.71 -0.06
O 3.45 2.61 0.35 0.10
O 4.48 1.57 -1.34 0.12
H -5.75 -1.41 0.45 0.11
C -1.78 -0.73 0.63 -0.03
C -3.14 -0.76 0.35 -0.02
H -6.38 -1.99 -1.89 0.08
C -3.85 0.43 0.24 -0.27
H 2.94 -4.09 0.08 0.13
H 0.66 1.38 1.60 0.09
C 3.62 -0.98 -0.41 -0.11
H 4.69 -0.99 -0.20 0.14
C -3.18 1.64 0.39 0.00
O 2.31 -2.16 1.25 0.10
H -3.62 -1.72 0.24 0.10
C 3.00 0.31 0.09 -0.47
H 0.68 -0.41 1.58 0.07
H -4.70 -1.43 -1.86 0.07
O -5.19 0.53 0.00 -0.05
C 0.36 0.49 1.06 -0.40
C 3.00 -2.19 0.26 -0.54
```